Record 1
The following is a DFT calculation (the ωB97M-V functional and the def2-TZVPD basis) of a cluster of 2 separate species, C3H10N2O2 in total.

Geometry (Å):
1 N -1.38870 1.69117 -1.23300
2 C -1.30133 0.28561 -0.91404
3 N -0.39362 0.16625 0.24987
4 C -0.61046 -0.98150 1.09284
5 C 0.54050 -2.00844 0.90083
6 O 0.58892 -2.97288 0.18567
7 H -0.48885 2.11383 -1.38201
8 H -2.10601 1.83518 -1.93000
9 H -2.23954 -0.19184 -0.59992
10 H -0.82916 -0.30895 -1.71097
11 H -0.44566 1.07446 0.68604
12 H -1.57392 -1.44563 0.89642
13 H -0.59397 -0.50538 2.08367
14 H 1.44716 -1.39917 1.01712
15 O 2.19435 2.59097 -0.05066
16 H 3.16582 2.59338 -0.04262
17 H 1.93995 3.43562 0.30745

Its SMILES is NCNCC=O.O. The value obtained for the orbital gap is 9.452 eV. For the energy above the lowest of the compared OMol25 structures with the same formula, charge and spin, the calculation gives 63.58 kcal per mole. The total energy is -10346.731 eV. As for the spin multiplicity: 1. As for the net charge: 0.



Record 2
The following is a DFT calculation (the ωB97M-V functional and the def2-TZVPD basis) of a structure of composition C26H29N8O4PbSi.

Geometry (Å):
1 Pb 1.34499 -0.15488 0.27601
2 O -4.71178 0.86172 3.79492
3 C -3.45494 1.20242 4.25196
4 O -3.22377 1.85248 5.22236
5 C -2.23476 0.78149 3.46299
6 C -1.01206 1.21503 3.88984
7 N -0.13706 0.85727 2.89273
8 N -0.73784 0.22539 1.83973
9 C -2.04687 0.12561 2.16431
10 C -2.98390 -0.58393 1.34201
11 O -4.18567 -0.58482 1.42238
12 O -2.32788 -1.30421 0.39073
13 H -4.62979 0.50367 2.88641
14 H -0.82769 1.85231 4.77932
15 H 0.87872 1.16259 2.71245
16 C 4.04390 -0.01621 -4.13172
17 N 2.71887 0.55154 -4.12557
18 C 2.15646 1.02076 -5.42565
19 C 2.05689 0.70748 -2.97731
20 N 2.29376 0.04929 -1.86415
21 N 1.03745 1.66663 -2.96272
22 C 0.06037 1.91332 -1.97322
23 N -0.84723 2.81853 -2.34449
24 N 0.02252 1.39529 -0.79507
25 H 4.79989 0.65036 -4.63058
26 H 4.01999 -1.02326 -4.52060
27 H 4.44118 -0.07838 -3.11857
28 H 1.13157 0.67261 -5.52605
29 H 2.75436 0.50506 -6.20871
30 H 2.17103 2.13356 -5.61278
31 H 3.09692 -0.54170 -2.04258
32 H 1.07454 2.26197 -3.76283
33 H -0.90854 3.13899 -3.30828
34 H -1.74394 2.83139 -1.84952
35 H -0.63906 1.75507 -0.12509
36 C -1.38517 -3.39420 -1.11807
37 Si -2.95914 -2.66453 -0.52868
38 C -3.88647 -3.60279 0.73965
39 C -3.92047 -1.87920 -1.86848
40 C -3.80532 -2.43585 -3.15266
41 C -4.59363 -1.95121 -4.21333
42 C -5.41001 -0.85250 -4.01115
43 C -5.64814 -0.30659 -2.72623
44 C -4.91884 -0.87490 -1.67916
45 H -1.46121 -4.31026 -1.65114
46 H -0.66918 -3.63019 -0.36887
47 H -0.82554 -2.76008 -1.81927
48 H -4.91987 -3.28705 0.89854
49 H -3.38882 -3.46291 1.67085
50 H -4.00448 -4.63250 0.45222
51 H -3.12786 -3.25433 -3.46480
52 H -4.57710 -2.47741 -5.15834
53 H -5.85473 -0.38423 -4.89994
54 H -6.37085 0.48742 -2.61541
55 H -5.10822 -0.47439 -0.66818
56 N 7.82171 0.83320 7.47253
57 C 7.05931 0.88433 6.57809
58 C 6.15687 1.02839 5.48726
59 C 4.80599 0.85877 5.75420
60 C 3.87546 0.99234 4.71732
61 C 4.27894 1.25486 3.41756
62 C 5.65598 1.41568 3.18512
63 C 6.61371 1.26679 4.12326
64 C 3.39549 1.35684 2.30387
65 C 2.70112 1.27867 1.28850
66 H 4.48806 0.81751 6.79696
67 H 2.80480 0.87186 4.98977
68 H 6.05430 1.55960 2.13739
69 H 7.67267 1.30438 3.90800

The value obtained for the orbital gap is 8.276 eV. For the energy above the lowest of the compared OMol25 structures with the same formula, charge and spin, the calculation gives 0.00 kcal per mole. The total energy is -60663.175 eV. As for the spin multiplicity: 1. As for the net charge: +1.



Record 3
The following is a DFT calculation (the ωB97M-V functional and the def2-TZVPD basis) of the ion C24H20N3O3S with charge -1.

Geometry (Å):
1 C -8.61786 -3.54186 -0.39220
2 O -8.20264 -2.17907 -0.14473
3 C -6.87556 -1.86850 -0.13322
4 C -6.54496 -0.54972 0.26155
5 C -5.22063 -0.18126 0.39282
6 C -4.19258 -1.09401 0.12909
7 C -2.74062 -0.70598 0.44439
8 N -1.80942 -1.58705 -0.23149
9 S -0.73533 -0.92740 -1.24218
10 O -1.37006 -0.25604 -2.35630
11 O 0.36395 -0.25702 -0.57051
12 C 0.01512 -2.42645 -1.88866
13 C 0.61931 -3.33076 -1.01342
14 C 1.30256 -4.43614 -1.52631
15 C 1.41125 -4.62955 -2.91153
16 C 2.19108 -5.79551 -3.44603
17 C 0.79280 -3.71545 -3.77745
18 C 0.10122 -2.61510 -3.27437
19 C -2.50042 -0.85328 1.92144
20 C -3.34375 0.04279 2.70485
21 N -4.00238 0.74582 3.36369
22 C -1.03589 -0.61161 2.28924
23 C -0.15718 -1.69363 2.31844
24 C 1.15489 -1.51012 2.73282
25 C 1.60644 -0.21957 3.04687
26 C 2.97662 -0.03427 3.43065
27 N 4.09184 0.10372 3.76282
28 C 0.73625 0.87094 2.97915
29 C -0.58573 0.68115 2.57008
30 C -4.50518 -2.36931 -0.32737
31 C -5.83802 -2.78018 -0.44737
32 H -9.68712 -3.51954 -0.17865
33 H -8.44051 -3.81033 -1.44238
34 H -8.10929 -4.25406 0.27287
35 H -7.35656 0.14266 0.47511
36 H -4.97179 0.82318 0.72828
37 H -2.55255 0.34363 0.11871
38 H 0.55579 -3.17092 0.06066
39 H 1.77254 -5.15112 -0.84372
40 H 2.17349 -5.78903 -4.53720
41 H 3.23450 -5.75892 -3.11392
42 H 1.77265 -6.74500 -3.09637
43 H 0.86726 -3.87341 -4.85708
44 H -0.37696 -1.90338 -3.94016
45 H -2.72661 -1.90942 2.17125
46 H -0.52546 -2.67738 2.01955
47 H 1.82913 -2.36591 2.80526
48 H 1.08768 1.87043 3.25038
49 H -1.26120 1.53939 2.47746
50 H -3.69028 -3.04961 -0.57235
51 H -6.07634 -3.79208 -0.78736

Its SMILES is COc1ccc([C@H](N=[S@@](=O)([O-])c2ccc(C)cc2)[C@H](C#N)c2ccc(C#N)cc2)cc1. The value obtained for the orbital gap is 7.290 eV. The total energy is -46661.146 eV. As for the spin multiplicity: 1. As for the net charge: -1.



Record 4
The following is a DFT calculation (the ωB97M-V functional and the def2-TZVPD basis) of a cluster of 3 separate species, C2H8O4 in total.

Geometry (Å):
1 C -0.35795 1.94590 -0.02543
2 C -0.55422 0.55431 -0.42893
3 O -0.96661 -0.22394 0.45071
4 O 0.15837 0.07779 -1.43383
5 H -0.87109 2.25212 0.91934
6 H -1.11387 2.60037 -0.60529
7 H 0.62144 2.41389 0.02177
8 H 0.06049 -0.92275 -1.61731
9 O -0.36653 -2.50218 -1.12954
10 H -0.93307 -2.29040 -0.36909
11 H 0.38201 -2.97984 -0.75563
12 O 1.67662 0.57363 2.33898
13 H 0.92629 0.73493 2.92492
14 H 1.19002 0.22186 1.58077

Its SMILES is CC(=O)O.O.O. The value obtained for the orbital gap is 10.909 eV. For the energy above the lowest of the compared OMol25 structures with the same formula, charge and spin, the calculation gives 26.55 kcal per mole. The total energy is -10393.542 eV. As for the spin multiplicity: 1. As for the net charge: 0.



Record 5
The following is a DFT calculation (the ωB97M-V functional and the def2-TZVPD basis) of a structure of composition C43H48AuN2P3Se2Si2.

Geometry (Å):
1 Au 0.11983 -0.36611 -0.48995
2 C -0.02587 2.22757 -3.70413
3 Si 0.64455 2.88398 -2.09382
4 C 2.51696 2.92257 -2.13103
5 C -0.01383 4.62496 -1.84274
6 N 0.09844 1.89002 -0.79466
7 P -0.83383 2.09387 0.47823
8 C -0.77473 0.51872 1.15796
9 P -1.82965 -0.79009 1.41445
10 N -1.38054 -1.72792 0.16989
11 Si -1.14853 -3.45614 0.02693
12 C -1.58243 -3.92912 -1.72183
13 C 0.59726 -3.97103 0.39483
14 C -2.30988 -4.32390 1.21395
15 C -3.59374 -0.42376 1.42435
16 C -4.07366 0.59991 2.23980
17 C -5.40729 0.96540 2.18836
18 C -6.27412 0.30200 1.32642
19 C -5.80463 -0.72204 0.51884
20 C -4.46331 -1.08169 0.56435
21 C -1.52306 -1.55286 3.02372
22 C -0.18569 -1.72806 3.38764
23 C 0.13204 -2.38114 4.56521
24 C -0.88096 -2.84751 5.39678
25 C -2.20978 -2.66585 5.04719
26 C -2.53042 -2.02371 3.85761
27 C -2.47546 2.70662 -0.00141
28 C -2.93721 3.99905 0.22542
29 C -4.19493 4.38738 -0.22217
30 C -4.99443 3.49014 -0.91135
31 C -4.53130 2.20454 -1.17034
32 C -3.28090 1.82096 -0.72256
33 C -0.20883 3.27399 1.69879
34 C -0.95379 3.62832 2.82202
35 C -0.39578 4.41985 3.81346
36 C 0.91537 4.86172 3.68989
37 C 1.66748 4.50222 2.58164
38 C 1.10925 3.70622 1.59119
39 H 0.39607 2.75680 -4.56273
40 H -1.11384 2.32659 -3.74146
41 H 0.22652 1.16999 -3.79991
42 H 2.91144 2.71849 -3.12901
43 H 2.91489 2.16214 -1.45402
44 H 2.90792 3.89319 -1.81481
45 H 0.56080 5.33736 -2.44081
46 H 0.05485 4.94748 -0.80067
47 H -1.06132 4.69438 -2.14677
48 H -0.83248 -3.53507 -2.41215
49 H -2.55405 -3.52139 -2.01182
50 H -1.61827 -5.01426 -1.84626
51 H 1.27081 -3.59861 -0.37842
52 H 0.68824 -5.06051 0.42394
53 H 0.93430 -3.57554 1.35634
54 H -3.30533 -3.87199 1.23872
55 H -1.91980 -4.32064 2.23390
56 H -2.42975 -5.36366 0.89753
57 H -3.40051 1.12295 2.91151
58 H -5.77342 1.77044 2.81231
59 H -7.31621 0.59206 1.28347
60 H -6.47808 -1.23434 -0.15626
61 H -4.08159 -1.85392 -0.09376
62 H 0.59875 -1.34089 2.74536
63 H 1.16943 -2.51902 4.84165
64 H -0.62903 -3.35076 6.32177
65 H -2.99802 -3.02657 5.69517
66 H -3.57064 -1.90134 3.58060
67 H -2.31500 4.72009 0.73904
68 H -4.54396 5.39523 -0.03715
69 H -5.97447 3.79332 -1.25784
70 H -5.14638 1.50288 -1.71913
71 H -2.92490 0.81744 -0.93117
72 H -1.97472 3.28078 2.93451
73 H -0.98099 4.69012 4.68295
74 H 1.35157 5.47988 4.46411
75 H 2.69432 4.83181 2.48947
76 H 1.70313 3.40069 0.73717
77 Se 1.17509 -1.36683 -2.62763
78 P 3.07737 -1.25782 -1.54203
79 Se 2.78606 -0.39066 0.40448
80 C 4.29548 -0.33952 -2.52713
81 C 4.07495 -0.05631 -3.86891
82 C 5.03872 0.61933 -4.60705
83 C 6.22038 1.01882 -4.00393
84 C 6.44067 0.74266 -2.65916
85 C 5.48386 0.06629 -1.92314
86 C 3.80009 -2.92217 -1.45829
87 C 3.86344 -3.68813 -2.62162
88 C 4.43110 -4.94943 -2.59399
89 C 4.93817 -5.45625 -1.40186
90 C 4.87246 -4.69842 -0.24421
91 C 4.30244 -3.43128 -0.26929
92 H 3.14048 -0.34520 -4.33385
93 H 4.85794 0.84126 -5.65097
94 H 6.96795 1.55088 -4.57833
95 H 7.35948 1.06152 -2.18409
96 H 5.65151 -0.13121 -0.87095
97 H 3.45699 -3.30224 -3.54979
98 H 4.47470 -5.54168 -3.49881
99 H 5.37867 -6.44492 -1.37992
100 H 5.25801 -5.09331 0.68706
101 H 4.23113 -2.84008 0.63510

The value obtained for the orbital gap is 6.529 eV. For the energy above the lowest of the compared OMol25 structures with the same formula, charge and spin, the calculation gives 1.43 kcal per mole. The total energy is -226361.677 eV. As for the spin multiplicity: 1. As for the net charge: 0.



Q: What is the formula in the second record?
A: C26H29N8O4PbSi



Q: net charge of number 4 (C2H8O4)?
A: 0